(1)
DFT (the ωB97M-V functional and the def2-TZVPD basis) results for a molecular structure, C10H21F3ILuO3P2 in a non-equilibrium geometry.

CARTESIAN COORDINATES (ANGSTROEM)
Lu1 0.49 0.30 -0.61
I1 1.33 0.38 2.25
P1 0.43 2.77 -0.52
P2 0.45 -2.28 -0.55
F1 -0.81 -1.17 4.64
F2 -0.10 -2.71 3.27
F3 -2.27 -2.48 3.66
O1 -1.64 0.29 2.70
O2 -2.77 0.27 0.61
O3 -0.58 -0.92 1.13
C1 -0.58 0.29 -2.56
C2 -1.61 0.40 0.07
C3 0.63 3.43 -2.15
C4 1.84 -2.69 0.45
C5 -0.99 3.50 0.25
C6 -1.10 -1.80 3.49
C7 -1.26 -0.72 2.43
C8 -1.01 -2.97 0.27
C9 1.87 3.26 0.42
C10 0.61 -2.90 -2.12
H1 -1.24 1.14 -2.68
H2 1.41 -2.39 -2.66
H3 -1.91 3.25 -0.30
H4 -1.92 -2.68 -0.27
H5 -1.13 -2.61 1.30
H6 -1.10 -0.64 -2.75
H7 -0.32 -2.82 -2.69
H8 0.85 4.49 -2.03
H9 -0.87 -4.01 0.29
H10 0.31 0.38 -3.22
H11 -0.83 4.58 0.25
H12 1.63 -2.63 1.53
H13 -1.10 3.13 1.28
H14 0.86 -3.95 -1.97
H15 2.08 4.29 0.12
H16 2.06 -3.73 0.17
H17 -0.29 3.30 -2.75
H18 1.65 3.20 1.49
H19 2.73 2.62 0.20
H20 2.72 -2.05 0.24
H21 1.46 2.93 -2.68

## Properties
2S+1	1
LUMO energy (spin up / spin down)	-11.136 / -11.131	eV
relative energy (zero: lowest compared OMol25 entry of this formula, charge and spin)	7.760	eV
frontier orbital gap (spin up / spin down)	4.25 / 4.09	eV
total charge	+2

***

(2)
DFT (the ωB97M-V functional and the def2-TZVPD basis) results for C7H12O in the gas phase in a non-equilibrium geometry.

CARTESIAN COORDINATES (ANGSTROEM)
O1 -0.28 -0.98 -1.75
C1 -0.39 2.74 -0.54
C2 -0.48 1.61 -1.22
C3 1.35 -1.52 0.57
C4 0.96 0.13 -0.09
C5 1.42 -1.76 1.87
C6 -1.49 -0.46 0.30
C7 -0.33 -0.19 -0.64
H1 -2.43 -0.23 -0.20
H2 -1.42 0.15 1.19
H3 -0.70 3.70 -0.95
H4 -0.89 1.63 -2.23
H5 -1.47 -1.51 0.59
H6 1.64 -2.26 -0.17
H7 -1.18 -1.18 -2.05
H8 0.01 2.77 0.47
H9 1.15 -1.01 2.60
H10 1.83 -2.68 2.28
H11 0.96 0.73 0.81
H12 1.74 0.30 -0.82

## Properties
2S+1	1
LUMO energy	0.891	eV
relative energy (zero: lowest compared OMol25 entry of this formula, charge and spin)	3.694	eV
frontier orbital gap	9.28	eV
structure (SMILES)	C=CC[C@](C)(O)C=C

***

(3)
DFT (the ωB97M-V functional and the def2-TZVPD basis) results for 2 unconnected molecules or ions with the total composition C4H13P3 in a non-equilibrium geometry.

CARTESIAN COORDINATES (ANGSTROEM)
P1 1.99 0.08 0.93
P2 0.23 -0.64 0.09
P3 -0.02 -1.78 -1.80
C1 -0.30 -1.82 1.26
C2 2.13 1.58 -1.32
C3 -1.53 1.25 1.25
C4 -1.43 0.44 -0.01
H1 -1.36 0.99 -0.99
H2 0.01 -2.74 0.83
H3 -1.70 0.50 2.09
H4 -2.25 -0.32 -0.05
H5 1.13 1.81 -1.56
H6 -2.35 2.05 1.17
H7 0.31 -0.71 -2.52
H8 0.36 -1.72 2.09
H9 2.61 0.82 -1.89
H10 2.72 2.36 -0.92
H11 -1.31 -1.67 1.55
H12 1.36 -2.27 -1.78
H13 -0.60 1.79 1.59

## Properties
2S+1	3
LUMO energy (spin up / spin down)	0.609 / -1.364	eV
relative energy (zero: lowest compared OMol25 entry of this formula, charge and spin)	0.000	eV
frontier orbital gap (spin up / spin down)	6.14 / 5.90	eV

***

(4)
DFT (the ωB97M-V functional and the def2-TZVPD basis) results for a molecular structure, C7H19NO11S2V in a non-equilibrium geometry.

CARTESIAN COORDINATES (ANGSTROEM)
V1 -0.01 -0.45 -0.52
S1 -2.26 -1.02 -2.01
S2 0.91 -3.47 -1.42
O1 -1.96 -1.09 -0.62
O2 0.08 -3.45 -2.64
O3 -1.76 -0.22 1.74
O4 0.74 -4.74 -0.68
O5 0.57 -2.38 -0.53
O6 -0.70 1.74 -0.65
O7 1.09 -0.32 1.32
O8 -1.02 -0.47 -2.49
O9 -3.37 -0.12 -2.32
O10 -2.45 -2.33 -2.60
O11 2.36 -3.34 -1.72
N1 1.74 0.87 -1.08
C1 -1.89 2.30 -0.23
C2 1.30 1.97 -1.84
C3 2.52 1.21 0.14
C4 2.45 0.12 1.15
C5 0.99 -1.37 2.29
C6 0.21 2.69 -1.10
C7 -2.55 -0.45 2.84
H1 -2.12 -0.64 0.95
H2 -3.56 -0.25 2.48
H3 0.91 1.60 -2.79
H4 0.08 -1.96 2.24
H5 -0.24 3.52 -1.64
H6 -1.75 3.02 0.58
H7 -2.37 2.75 -1.09
H8 2.73 0.45 2.15
H9 2.16 2.61 -2.04
H10 1.71 -2.17 2.14
H11 3.12 -0.70 0.90
H12 2.41 0.41 -1.68
H13 0.58 3.14 -0.19
H14 3.58 1.39 -0.03
H15 -2.43 0.12 3.76
H16 -2.51 -1.52 3.02
H17 2.09 2.00 0.75
H18 -2.54 1.51 0.17
H19 1.17 -0.98 3.29

## Properties
2S+1	5
LUMO energy (spin up / spin down)	2.139 / 0.396	eV
relative energy (zero: lowest compared OMol25 entry of this formula, charge and spin)	0.000	eV
frontier orbital gap (spin up / spin down)	6.15 / 4.73	eV
total charge	-1